Record 1
ORCA calculation (the ωB97M-V functional and the def2-TZVPD basis) on C22H16FeN4O3 as an isolated structure.

Last column: Löwdin charge in e.
Element x y z (Å)
Fe (-0.44, 0.36, -0.56)  0.781
O (-3.49, 0.13, -2.21)  0.102
C (-2.43, -0.32, -1.80)  -0.475
N (-2.07, -0.59, -0.51)  -0.042
C (-3.01, -0.21, 0.53)  -0.120
C (-2.59, 1.11, 1.10)  -0.205
C (-3.42, 1.95, 1.81)  0.018
C (-2.90, 3.12, 2.34)  -0.012
C (-1.55, 3.41, 2.15)  -0.014
C (-0.78, 2.54, 1.41)  -0.055
N (-1.29, 1.41, 0.90)  0.051
C (-1.29, -0.61, -2.75)  -0.172
C (-1.46, -0.58, -4.12)  0.043
C (-0.34, -0.85, -4.89)  -0.001
C (0.89, -1.08, -4.28)  -0.012
C (0.98, -1.00, -2.90)  -0.064
N (-0.11, -0.79, -2.15)  0.043
H (-2.96, -0.96, 1.33)  0.137
H (-4.04, -0.18, 0.16)  0.135
H (-4.46, 1.69, 1.93)  0.131
H (-3.54, 3.80, 2.88)  0.125
H (-1.11, 4.31, 2.54)  0.122
H (0.26, 2.75, 1.22)  0.118
H (-2.43, -0.36, -4.53)  0.135
H (-0.42, -0.86, -5.97)  0.125
H (1.78, -1.28, -4.86)  0.120
H (1.92, -1.11, -2.38)  0.129
O (2.25, 3.13, -0.77)  0.140
C (1.66, 2.09, -0.68)  -0.562
O (0.54, 1.77, -1.28)  -0.070
C (2.13, 0.96, 0.21)  -0.154
C (3.38, 0.92, 0.81)  0.042
C (3.69, -0.16, 1.59)  0.043
C (2.75, -1.20, 1.77)  -0.132
C (3.02, -2.34, 2.56)  -0.010
C (2.09, -3.33, 2.69)  -0.046
C (0.84, -3.22, 2.03)  -0.040
C (0.54, -2.13, 1.26)  -0.002
C (1.50, -1.10, 1.12)  -0.163
N (1.23, 0.00, 0.36)  0.088
H (4.06, 1.75, 0.64)  0.135
H (4.65, -0.23, 2.08)  0.133
H (3.98, -2.42, 3.05)  0.125
H (2.29, -4.20, 3.29)  0.117
H (0.11, -4.02, 2.13)  0.117
H (-0.40, -2.05, 0.74)  0.095

As for the charge: +1. For the total energy, the calculation gives -69559.79242 eV. As for the HOMO energy (spin up / spin down): -12.39 / -12.38 eV. For the gap between HOMO and LUMO (spin up / spin down), the calculation gives 8.1954 / 8.3447 eV. The spin multiplicity is 2.

Record 2
ORCA calculation (the ωB97M-V functional and the def2-TZVPD basis) on C22H16N2O6S in the gas phase in a non-equilibrium geometry.

Last column: Löwdin charge in e.
Element x y z (Å)
O (-1.06, 0.79, -1.05)  0.096
C (-1.46, 1.32, -0.04)  -0.401
N (-1.96, 0.69, 1.06)  0.161
C (-1.82, -0.66, 1.39)  -0.204
C (-1.46, -1.62, 0.44)  -0.005
C (-1.13, -2.89, 0.86)  -0.260
C (-1.25, -3.27, 2.18)  -0.054
C (-1.72, -2.35, 3.11)  -0.059
C (-1.98, -1.05, 2.72)  -0.008
H (-2.27, -0.31, 3.45)  0.114
H (-1.85, -2.64, 4.14)  0.108
H (-0.96, -4.27, 2.47)  0.114
S (-0.33, -4.00, -0.32)  0.735
O (-1.31, -4.61, -1.18)  -0.300
O (0.53, -4.89, 0.43)  -0.300
C (0.65, -2.86, -1.32)  -0.260
C (1.18, -1.74, -0.71)  -0.005
C (1.70, -0.73, -1.50)  -0.204
C (1.81, -0.92, -2.87)  -0.008
C (1.35, -2.09, -3.46)  -0.059
C (0.73, -3.05, -2.68)  -0.054
H (0.28, -3.93, -3.12)  0.114
H (1.44, -2.22, -4.52)  0.108
H (2.23, -0.14, -3.49)  0.114
N (2.06, 0.51, -0.96)  0.161
C (1.66, 1.04, 0.23)  -0.401
O (1.16, 0.43, 1.15)  0.096
C (1.90, 2.49, 0.32)  -0.188
C (1.68, 3.34, 1.37)  0.010
C (2.02, 4.63, 0.92)  -0.050
C (2.42, 4.48, -0.38)  -0.105
O (2.35, 3.20, -0.75)  0.044
H (2.76, 5.18, -1.11)  0.125
H (1.98, 5.55, 1.47)  0.108
H (1.33, 3.06, 2.34)  0.125
H (2.41, 1.18, -1.64)  0.143
H (1.13, -1.63, 0.36)  0.117
H (-1.38, -1.34, -0.60)  0.117
H (-2.20, 1.29, 1.84)  0.143
C (-1.46, 2.79, 0.10)  -0.188
C (-1.09, 3.75, -0.81)  0.010
C (-1.22, 4.99, -0.16)  -0.050
C (-1.65, 4.70, 1.10)  -0.105
O (-1.80, 3.38, 1.27)  0.044
H (-1.89, 5.33, 1.94)  0.125
H (-1.02, 5.96, -0.56)  0.108
H (-0.78, 3.56, -1.82)  0.125

As for the charge: 0. For the total energy, the calculation gives -49173.42372 eV. Its SMILES is O=C(Nc1cccc(S(=O)(=O)c2cccc(NC(=O)c3ccco3)c2)c1)c1ccco1. As for the HOMO energy: -8.59 eV. For the gap between HOMO and LUMO, the calculation gives 8.9167 eV.

Record 3
ORCA calculation (the ωB97M-V functional and the def2-TZVPD basis) on C22H17B2InN5O18 as an isolated structure in a non-equilibrium geometry.

Last column: Löwdin charge in e.
Element x y z (Å)
In (-5.14, -2.88, -1.55)  1.040
O (-5.57, 0.95, -4.98)  0.191
C (-4.37, 0.96, -4.94)  -0.397
O (-3.57, 1.65, -5.68)  0.251
B (-2.15, 1.36, -5.25)  -0.740
O (-2.21, 0.38, -4.16)  0.261
C (-3.49, 0.12, -3.96)  -0.286
O (-3.97, -0.73, -3.17)  -0.046
O (-1.70, 2.77, -4.84)  0.323
C (-0.45, 2.87, -4.98)  -0.341
O (0.35, 3.73, -4.70)  0.328
C (-0.05, 1.84, -6.04)  -0.202
O (-1.07, 1.03, -6.16)  0.325
O (1.13, 1.76, -6.52)  0.250
O (3.47, 0.02, -2.28)  0.244
C (2.30, 0.21, -1.89)  -0.316
O (1.58, -0.42, -1.05)  0.268
B (0.27, 0.32, -0.78)  -0.807
O (0.40, 1.54, -1.60)  0.307
C (1.50, 1.46, -2.22)  -0.301
O (2.01, 2.40, -2.86)  0.304
O (-0.07, 0.60, 0.62)  0.186
C (-1.39, 0.25, 0.85)  -0.264
O (-2.12, 0.36, 1.85)  0.132
C (-1.90, -0.60, -0.33)  -0.249
O (-0.86, -0.56, -1.19)  0.212
O (-3.02, -1.18, -0.54)  -0.067
C (5.73, -1.62, 0.12)  -0.092
C (6.37, -0.49, -0.31)  -0.338
N (6.86, 0.50, -0.67)  0.149
H (5.30, -1.40, 1.10)  0.087
H (6.42, -2.46, 0.07)  0.103
H (4.94, -1.84, -0.60)  0.082
C (-0.83, 3.36, 2.67)  -0.056
C (-0.43, 3.72, 1.27)  -0.236
N (-0.14, 3.96, 0.18)  0.157
H (-0.21, 2.53, 3.03)  0.073
H (-1.87, 3.09, 2.84)  0.077
H (-0.73, 4.24, 3.30)  0.081
C (3.19, 2.05, 1.14)  -0.028
C (3.33, 3.16, 0.16)  -0.216
N (3.36, 4.08, -0.60)  0.177
H (2.13, 1.84, 1.26)  0.064
H (3.87, 2.27, 1.97)  0.099
H (3.50, 1.13, 0.65)  0.065
C (-4.17, -1.50, 3.94)  -0.044
C (-4.60, -2.12, 2.64)  -0.201
N (-5.00, -2.63, 1.66)  0.095
H (-4.93, -0.97, 4.52)  0.087
H (-3.48, -0.72, 3.61)  0.055
H (-3.68, -2.11, 4.70)  0.065
C (-0.89, -2.75, 4.30)  -0.067
C (-1.02, -3.69, 3.24)  -0.040
C (-0.08, -3.68, 2.24)  -0.022
C (0.98, -2.80, 2.19)  -0.143
C (1.12, -1.80, 3.24)  0.044
C (0.15, -1.83, 4.27)  -0.060
N (1.83, -2.68, 1.03)  -0.309
O (2.74, -1.82, 1.10)  0.037
O (1.52, -3.35, 0.05)  0.101
H (-1.53, -2.91, 5.15)  0.102
H (-1.78, -4.46, 3.26)  0.111
H (-0.05, -4.33, 1.38)  0.120
H (1.89, -1.06, 3.13)  0.108
H (0.27, -1.11, 5.06)  0.107

As for the charge: +1. For the total energy, the calculation gives -73910.47680 eV. As for the HOMO energy: -12.58 eV. For the gap between HOMO and LUMO, the calculation gives 2.0440 eV.